This record from the Open Molecules 2025 dataset describes the molecule C4H6O2. The level of theory is the ωB97M-V functional and the def2-TZVPD basis.

```
12
Properties=species:S:1:pos:R:3
O 1.309 -0.157 1.048
O -1.866 0.009 0.022
C -0.855 -0.910 -0.414
C 0.242 0.010 0.137
C 1.624 0.049 -0.327
C -0.898 0.900 0.595
H -0.998 1.940 0.272
H 1.993 -0.886 -0.753
H -0.979 -1.930 -0.039
H -0.925 0.841 1.692
H 2.141 0.944 -0.666
H -0.826 -0.929 -1.516
```

- SMILES: C1OCC12CO2
- F_max: 0.62 eV Å⁻¹
- HOMO level: -9.9025 eV
- LUMO: 1.0 eV
- Multiplicity: 1
- Total energy: -8337.2176 eV
- Kohn-Sham gap: 0.3995 Ha
- Energy relative to the best compared isomer or geometry (same formula, charge and spin): 313.0 kJ/mol

Just the Mulliken charges please, in e? Sure, here they are: O -0.48; O -0.41; C -0.41; C 0.57; C -0.34; C -0.39; H 0.26; H 0.23; H 0.27; H 0.22; H 0.24; H 0.24

---

This record from the Open Molecules 2025 dataset describes the molecule C4H6O2S at a distorted geometry. The level of theory is the ωB97M-V functional and the def2-TZVPD basis.

```
13
Properties=species:S:1:pos:R:3
S -0.205 2.418 0.654
O -1.717 -0.020 1.124
O 0.347 -1.129 1.343
C -0.344 -1.724 0.220
C -0.478 -0.248 0.621
C 0.192 0.995 0.012
C 1.138 0.752 -1.170
H -1.722 0.846 1.583
H 1.930 1.587 -1.156
H 1.558 -0.231 -1.191
H 0.330 0.920 -1.843
H 0.198 -1.875 -0.694
H -1.229 -2.291 0.496
```

- SMILES: CC(=S)[C@@]1(O)CO1
- F_max: 3.49 eV Å⁻¹
- HOMO level: -9.2940 eV
- LUMO: -0.4 eV
- Multiplicity: 1
- Total energy: -19173.1060 eV
- Kohn-Sham gap: 0.3264 Ha
- Energy relative to the best compared isomer or geometry (same formula, charge and spin): 212.3 kJ/mol

Just the Mulliken charges please, in e? Sure, here they are: S -0.35; O -0.49; O -0.40; C -0.58; C 0.70; C 0.43; C -1.09; H 0.30; H 0.29; H 0.33; H 0.35; H 0.23; H 0.28

---

This record from the Open Molecules 2025 dataset describes a cluster of 2 separate species, C4H6O2S in total at a distorted geometry. The level of theory is the ωB97M-V functional and the def2-TZVPD basis.

```
13
Properties=species:S:1:pos:R:3
S -0.810 -1.813 1.209
O 1.713 -0.341 -0.412
O 0.583 1.740 -2.004
C 0.101 1.500 -0.641
C 0.771 0.273 -0.098
C -1.240 0.795 -0.135
C -0.425 -0.166 0.923
H -0.122 0.457 1.891
H 2.111 1.226 -2.189
H -1.953 1.548 0.399
H 0.290 -2.343 0.543
H -1.403 0.124 -1.046
H 0.435 2.393 0.087
```

- F_max: 5.65 eV Å⁻¹
- HOMO level: -9.3437 eV
- LUMO: -1.1 eV
- Multiplicity: 1
- Total energy: -19169.4981 eV
- Kohn-Sham gap: 0.3029 Ha
- Energy relative to the best compared isomer or geometry (same formula, charge and spin): 560.4 kJ/mol

Just the Mulliken charges please, in e? Sure, here they are: S -0.25; O -0.50; O -0.65; C 0.10; C 0.26; C -0.47; C -0.08; H 0.27; H 0.36; H 0.31; H 0.15; H 0.28; H 0.22

---

This record from the Open Molecules 2025 dataset describes a cluster of 2 separate species, C4H6O2S in total at a distorted geometry. The level of theory is the ωB97M-V functional and the def2-TZVPD basis.

```
13
Properties=species:S:1:pos:R:3
S 1.082 -1.622 0.969
O -3.695 -0.113 -0.849
O -2.411 0.220 1.025
C 0.232 0.902 0.652
C 0.867 -0.125 0.134
C 1.640 -0.186 -1.147
C -3.074 0.055 0.108
H 0.125 1.738 -0.011
H 0.228 -1.371 2.097
H 1.727 -1.136 -1.547
H 2.661 0.189 -1.107
H -0.397 1.028 1.506
H 1.015 0.420 -1.831
```

- SMILES: C=C(C)S.O=C=O
- F_max: 2.99 eV Å⁻¹
- HOMO level: -8.4725 eV
- LUMO: 0.5 eV
- Multiplicity: 1
- Total energy: -19175.0352 eV
- Kohn-Sham gap: 0.3288 Ha
- Energy relative to the best compared isomer or geometry (same formula, charge and spin): 26.2 kJ/mol

Just the Mulliken charges please, in e? Sure, here they are: S -0.29; O -0.37; O -0.35; C -1.17; C 0.91; C -1.33; C 0.71; H 0.27; H 0.13; H 0.46; H 0.29; H 0.44; H 0.30